[1]
This record from the OMol25 dataset describes 2 unconnected molecules or ions with the total composition C7H13F9N4O3S. The level of theory is ωB97M-V/def2-TZVPD.

Results
F_max	2.5	eV/Å
HOMO-LUMO gap	3.54	eV
DFT total energy	-2015.8981	Ha
multiplicity	1

CARTESIAN COORDINATES (ANGSTROEM)
1 H 3.055500 2.288298 -0.559138
2 H -0.451110 -6.615281 2.205686
3 H 2.923154 0.553513 -0.553827
4 H 1.363958 -0.426092 1.536415
5 F 0.930393 0.180918 -1.815428
6 C -1.123778 -5.771888 1.918158
7 C 1.535071 1.465538 0.807662
8 S -0.324694 2.858789 -3.594936
9 H -2.459346 -1.451861 1.991294
10 H -1.176270 -0.295616 3.366613
11 C -0.323159 0.354260 1.781415
12 F 2.364815 1.460013 -2.804036
13 H 2.252442 1.565067 1.633182
14 F -0.983039 3.182319 -4.991323
15 N 0.755857 0.228308 1.044139
16 H -1.099335 2.251739 2.239505
17 C -1.411263 -1.768250 1.959860
18 F -0.585680 2.309535 -1.058497
19 H -1.963268 1.368874 1.045940
20 O -1.391278 -4.845265 2.858677
21 H -1.260888 -2.718149 2.508851
22 F 0.986359 3.647088 -1.470219
23 N 0.184118 -2.620110 0.507564
24 H -0.610713 -5.395849 0.995534
25 H -1.991618 -6.315950 1.474567
26 N -0.579388 -0.685920 2.640792
27 C 1.474306 1.407250 -1.799929
28 F -0.007911 1.404515 -4.112707
29 H 0.929853 2.373118 0.851958
30 O -1.079795 -1.935026 0.609615
31 F -0.792393 4.294576 -3.073820
32 O 0.048865 -3.511308 -0.211988
33 C 0.413179 2.519290 -1.894784
34 F 1.023714 3.457067 -4.128701
35 C 2.328007 1.475587 -0.509868
36 F -1.750345 2.310504 -3.109871
37 N -1.204322 1.400401 1.711640

Atomic forces in eV per Å
-0.402 0.155 0.099
0.087 0.161 0.388
-0.111 0.137 -0.142
-0.201 -0.688 -0.823
-0.890 -0.136 -0.332
0.095 -0.461 -0.441
0.791 1.006 -0.973
-2.236 0.282 -0.440
0.167 -0.049 -0.137
-0.108 -0.277 -0.036
-0.712 -1.227 0.737
-0.127 0.441 -0.693
-0.109 -0.191 -0.167
0.182 0.046 0.029
1.100 1.603 1.521
0.197 -0.054 -0.189
-0.216 -1.338 -0.015
-0.520 -0.762 0.536
0.082 -0.180 0.127
0.170 0.616 -0.193
-0.153 -0.117 0.020
0.671 0.524 -0.208
0.306 -0.872 0.152
0.092 0.317 -0.157
-0.273 0.230 0.181
-0.170 0.844 -0.481
1.510 -0.659 1.468
0.677 0.067 0.052
-0.336 -0.444 0.063
-0.951 1.085 0.768
0.421 -0.002 -0.085
0.615 -0.358 -0.501
0.294 0.363 -0.472
0.308 -0.265 0.239
-0.323 -0.677 0.190
0.229 -0.113 -0.071
-0.159 0.991 -0.014

=====

[2]
This record from the OMol25 dataset describes a single C7H13FN2 molecule. The level of theory is ωB97M-V/def2-TZVPD.

Results
F_max	4.0	eV/Å
relative energy (zero: lowest compared OMol25 entry of this formula, charge and spin)	111.7	kcal/mol
HOMO-LUMO gap	8.12	eV
DFT total energy	-483.6565	Ha
multiplicity	1

CARTESIAN COORDINATES (ANGSTROEM)
1 C -0.640904 1.063894 -3.296772
2 H 1.136818 -0.398036 -2.211797
3 H 0.152240 1.731808 -3.399935
4 H -1.541404 -0.298297 3.261207
5 C -0.721630 0.975613 1.815747
6 H 2.171914 -1.799700 0.430177
7 H 1.291231 0.704445 -0.022124
8 H -1.037457 1.223996 3.917979
9 C 0.237113 -0.446589 -1.489225
10 F 0.269258 2.107661 1.931022
11 C 1.307908 -1.288729 0.839841
12 H 0.591856 -1.986170 1.247055
13 H -1.548276 1.640644 -3.650588
14 H -0.230360 -1.426988 -1.732640
15 C 0.693925 -0.143154 -0.046906
16 C -0.523444 0.064149 0.793075
17 H -0.545478 0.284909 -4.082660
18 N -1.656201 1.006443 -1.277336
19 H 0.166746 -0.044178 3.443863
20 N -0.800393 0.568136 -1.950463
21 H 1.576379 -0.883669 1.805046
22 H -1.718893 1.435495 1.571984
23 C -0.838753 0.456796 3.199199

Atomic forces in eV per Å
-2.231 -0.487 -3.239
-1.315 0.164 1.057
1.676 0.914 0.206
-1.622 -1.432 0.070
-0.605 2.464 -0.087
0.048 0.050 -0.250
1.643 1.540 -0.283
-0.029 0.519 0.258
1.908 -0.804 -1.238
-0.558 -0.474 -0.199
-0.010 0.412 0.175
-0.628 -0.618 -0.956
0.795 -0.701 1.060
0.250 0.483 0.848
-2.756 -1.561 0.593
-0.852 -1.681 -1.408
0.295 0.019 0.761
-1.438 0.639 2.942
-1.351 0.805 0.031
1.671 -0.319 -0.935
0.777 0.779 0.045
0.926 0.060 -0.168
3.407 -0.771 0.719

=====

[3]
This record from the OMol25 dataset describes a single C7H13IN2O2 molecule. The level of theory is ωB97M-V/def2-TZVPD.

Results
F_max	5.1	eV/Å
relative energy (zero: lowest compared OMol25 entry of this formula, charge and spin)	78.6	kcal/mol
HOMO-LUMO gap	7.78	eV
DFT total energy	-832.0717	Ha
multiplicity	1
SMILES	C[C@]([NH3+])(CN)[C@]1(C(=O)[O-])C[C@@H]1I

CARTESIAN COORDINATES (ANGSTROEM)
1 N 0.491832 1.234014 -0.446858
2 H 0.714565 -1.514986 1.414052
3 O -3.126653 -1.737412 1.219261
4 O -1.719519 -2.421186 -0.376393
5 C -2.302999 -1.640989 0.346250
6 C -2.809038 0.624700 -0.706846
7 C 0.683402 -1.112813 -1.016208
8 C -2.646247 0.874047 0.724655
9 H -2.619057 1.405250 -1.392014
10 H 1.056275 1.560854 0.362018
11 C 0.586096 -0.436279 1.387671
12 H 2.633228 -0.154005 1.773540
13 C -1.860465 -0.221564 0.032793
14 H 0.452686 -0.845158 -2.111372
15 H -0.256701 -0.376619 2.225569
16 H 1.626110 0.991868 2.322879
17 C 0.027062 -0.142219 -0.064086
18 H 1.050715 1.070281 -1.215227
19 H -3.741947 0.067214 -0.933590
20 H 1.749061 -1.137275 -1.023523
21 H -0.220003 1.939838 -0.773901
22 H 0.346398 -2.107079 -0.888920
23 N 1.703844 0.305308 1.646705
24 H -3.450474 0.591077 1.355677
25 I -1.787578 2.829413 1.192313

Atomic forces in eV per Å
-2.136 0.866 0.797
0.501 -0.121 -0.190
-2.012 -0.669 1.859
0.857 -2.532 -1.279
1.026 1.496 -0.481
-1.809 -1.194 -0.918
-1.143 1.061 -2.762
1.327 0.711 0.051
0.589 0.617 -0.774
0.105 0.112 -0.403
-4.715 -1.897 0.713
-1.474 0.318 -0.338
4.130 1.743 0.604
-0.072 -0.344 1.389
1.500 0.575 -1.826
-0.348 1.361 1.707
-3.466 -0.525 1.245
2.041 -0.091 -2.003
0.580 0.491 -0.189
1.156 0.414 0.701
0.453 -0.992 0.991
-0.635 -0.822 0.313
4.218 0.078 -0.337
-0.182 -0.064 0.889
-0.492 -0.593 0.242